The following is a quantum chemistry calculation of a molecular structure, C17H49GaN15O27S at a distorted geometry, from the Open Molecules 2025 dataset.

## Properties
Maximum force, eV Å⁻¹: 4.25
Net charge: -1
LUMO level, eV: 0.99
HOMO, eV: -4.82
HOMO-LUMO gap, Eh: 0.2136

Last column: Mulliken charge in e.
Cartesian coordinates (Å):
C1 4.25340 -0.05270 0.38910  -0.433
C2 3.37750 0.94733 -0.49981  0.335
S1 1.57132 0.54421 -0.47049  -0.088
C3 0.87048 0.66259 1.22629  -0.339
Ga1 -1.18558 0.42899 1.02790  0.529
N1 -2.00673 2.03492 0.26850  -0.536
O1 -1.65649 -1.02364 -0.14406  -0.548
C4 -2.99693 -1.13174 -0.03823  0.551
N2 -4.13197 -1.30189 0.22288  -0.647
H1 4.42889 -0.98011 -0.23826  0.114
H2 3.76847 -0.29802 1.37066  -0.022
H3 5.24696 0.46980 0.56300  0.274
H4 3.60525 2.03749 -0.27605  0.284
H5 3.72375 0.79424 -1.58699  -0.432
H6 1.32445 -0.04164 1.97714  0.106
H7 0.99079 1.70457 1.65983  -0.070
H8 -1.76000 0.07177 2.48590  -0.295
H9 -2.89917 2.10115 0.78391  0.185
H10 -2.29659 1.85494 -0.70554  0.164
C5 4.28499 2.81243 -4.88863  -0.866
N3 3.40276 2.36930 -3.77869  0.891
O2 2.78341 3.22387 -3.17897  -0.526
O3 3.36573 1.17068 -3.54891  -0.507
H11 4.21954 3.88967 -4.97819  0.362
H12 5.29467 2.50805 -4.64466  0.315
H13 3.93384 2.32734 -5.79894  0.281
C6 4.30335 -2.43572 5.02063  -0.746
N4 4.42394 -1.82574 3.67068  0.867
O4 5.54746 -1.62458 3.24266  -0.555
O5 3.38543 -1.57262 3.09436  -0.492
H14 5.29979 -2.60874 5.41866  0.321
H15 3.75443 -1.73832 5.64893  0.270
H16 3.76520 -3.37442 4.90870  0.255
C7 7.72423 5.25530 -2.80365  -0.780
N5 6.64807 4.46591 -3.45698  0.934
O6 6.83050 3.26280 -3.57646  -0.556
O7 5.66184 5.08331 -3.82442  -0.510
H17 8.53346 4.58317 -2.53042  0.322
H18 8.06505 6.00013 -3.52001  0.283
H19 7.29580 5.72409 -1.92005  0.293
C8 1.58016 -4.93302 7.06580  -0.802
N6 2.38701 -3.70094 7.26600  0.852
O8 1.86840 -2.63794 6.96171  -0.472
O9 3.50946 -3.84522 7.72105  -0.499
H20 0.61197 -4.65373 6.65838  0.317
H21 2.12267 -5.57083 6.37055  0.293
H22 1.46764 -5.41218 8.03664  0.319
C9 -6.04757 1.40820 -1.51300  -0.170
N7 -5.62470 2.83181 -1.43640  0.942
O10 -6.40149 3.62434 -0.92933  -0.588
O11 -4.52894 3.10658 -1.88853  -0.522
H23 -7.03729 1.31435 -1.07646  0.263
H24 -6.06073 1.12695 -2.56132  -0.018
H25 -5.32057 0.81787 -0.95383  0.113
C10 1.92869 -0.36468 9.22634  -0.600
N8 1.01568 -0.79276 10.31706  0.876
O12 0.38772 0.07017 10.89911  -0.546
O13 0.96305 -1.98885 10.54972  -0.536
H26 1.87662 0.71647 9.12835  0.330
H27 2.93452 -0.67938 9.49788  0.270
H28 1.59575 -0.85205 8.31166  0.191
C11 -7.77515 0.74496 -5.39103  -0.700
N9 -8.51354 0.74463 -4.10244  0.987
O14 -7.96514 0.19924 -3.16083  -0.579
O15 -9.60435 1.28781 -4.07857  -0.605
H29 -6.82887 0.23090 -5.24513  0.248
H30 -8.38830 0.22818 -6.12609  0.367
H31 -7.61018 1.78241 -5.67399  0.314
C12 -8.47984 -3.36578 -7.53265  -0.737
N10 -7.72973 -2.10730 -7.28121  0.871
O16 -8.27422 -1.05806 -7.58144  -0.560
O17 -6.62359 -2.21612 -6.79241  -0.471
H32 -9.44410 -3.11664 -7.96790  0.311
H33 -7.88897 -3.96744 -8.22026  0.279
H34 -8.60581 -3.86885 -6.57590  0.297
C13 4.75009 -1.81241 -3.91647  -0.445
N11 5.96409 -2.26289 -4.64801  0.919
O18 6.68915 -3.06848 -4.09293  -0.555
O19 6.14647 -1.79055 -5.75564  -0.552
H35 4.71701 -2.31163 -2.95157  0.290
H36 4.82283 -0.73408 -3.79018  0.138
H37 3.88512 -2.08096 -4.51929  0.202
C14 -3.12529 1.68078 -6.57585  -0.785
N12 -4.57084 1.51608 -6.27536  0.970
O20 -5.36087 2.19746 -6.90562  -0.567
O21 -4.85784 0.70702 -5.41389  -0.569
H38 -3.01329 2.42789 -7.35714  0.294
H39 -2.63606 2.00436 -5.65861  0.299
H40 -2.74575 0.71664 -6.90654  0.333
C15 0.08242 -1.12178 -5.56202  -0.492
N13 0.25869 -0.48842 -6.89731  0.967
O22 1.39322 -0.24244 -7.25698  -0.534
O23 -0.75434 -0.25964 -7.53779  -0.602
H41 1.06065 -1.26393 -5.11094  0.044
H42 -0.52717 -0.45217 -4.95791  0.304
H43 -0.41531 -2.07719 -5.71561  0.294
C16 -1.59515 -3.60440 11.55150  -0.620
N14 -1.86079 -5.04626 11.30048  0.883
O24 -0.90479 -5.75721 11.04494  -0.530
O25 -3.01878 -5.41321 11.36849  -0.539
H44 -0.52941 -3.42293 11.45814  0.278
H45 -2.14977 -3.03460 10.80860  0.265
H46 -1.93831 -3.37837 12.55918  0.282
C17 1.24947 4.48354 4.28069  -0.793
N15 1.00606 3.03753 4.03756  0.863
O26 1.97093 2.34636 3.76470  -0.475
O27 -0.14326 2.65518 4.13095  -0.478
H47 2.31170 4.68338 4.16487  0.302
H48 0.66902 5.04102 3.54800  0.314
H49 0.92254 4.70506 5.29473  0.277


The following is a quantum chemistry calculation of a molecular structure, C33H29BrI2N8O3S2Ti at a distorted geometry, from the Open Molecules 2025 dataset.

## Properties
Maximum force, eV Å⁻¹: 1.83
LUMO level, eV: -0.61
HOMO, eV: -7.07
HOMO-LUMO gap, Eh: 0.2374
Relative energy (zero: lowest compared OMol25 entry of this formula, charge and spin), kJ/mol: 191.26

Last column: Mulliken charge in e.
Cartesian coordinates (Å):
Ti1 0.61717 -0.72317 0.34940  0.627
C1 1.61235 -0.39142 3.99086  -1.453
N1 1.75877 0.35997 2.71241  1.084
C2 1.25524 1.71669 2.93037  -1.070
C3 -0.23479 1.67942 3.22098  -1.450
N2 -1.00787 1.39566 2.00808  1.569
C4 -1.26148 2.64462 1.30597  -1.856
C5 -2.21633 0.64978 2.23763  -0.638
C6 -3.41991 1.30330 2.48510  -0.055
C7 -4.58544 0.59408 2.74074  -0.890
C8 -4.55104 -0.79381 2.76405  -0.660
C9 -3.35747 -1.45592 2.51289  -0.743
C10 -2.18127 -0.75242 2.23492  0.772
S1 -0.69987 -1.70034 2.01458  -0.665
C11 3.14909 0.27638 2.34008  -0.332
C12 4.03069 1.33867 2.45322  -0.404
C13 5.36804 1.18362 2.10093  -0.863
C14 5.82070 -0.05081 1.66441  -0.652
C15 4.93057 -1.11767 1.54267  -0.595
C16 3.57418 -0.96950 1.84860  0.589
S2 2.40151 -2.26051 1.57807  -0.416
H1 1.98635 0.23305 4.80909  0.365
H2 2.17847 -1.30922 3.94671  0.496
H3 0.57969 -0.66461 4.17027  0.356
H4 1.45744 2.32639 2.05067  0.288
H5 1.75841 2.18164 3.78419  0.611
H6 -0.53852 2.64298 3.64627  0.307
H7 -0.45386 0.92461 3.96791  0.629
H8 -1.69223 3.40933 1.96509  0.476
H9 -1.94076 2.46293 0.48912  0.619
H10 -0.32690 3.03236 0.90357  0.249
H11 -3.45176 2.38863 2.47831  0.415
H12 -5.51046 1.12548 2.92750  0.404
H13 -5.45157 -1.36145 2.97401  0.405
H14 -3.31854 -2.54169 2.52147  0.466
H15 3.68691 2.30430 2.80539  0.376
H16 6.04835 2.02309 2.18342  0.410
H17 6.86679 -0.18654 1.41067  0.392
H18 5.26784 -2.08246 1.17626  0.448
I1 3.70733 -3.44721 -2.28961  0.040
C17 1.64197 -3.68376 -2.34308  0.037
C18 1.08365 -4.72894 -3.12271  -0.297
C19 -0.26490 -4.89638 -3.20345  -0.200
I2 -1.00125 -6.45011 -4.38736  0.070
C20 -1.14603 -4.03286 -2.49669  1.126
C21 -2.55977 -4.09740 -2.49277  -0.986
C22 -3.27755 -3.21008 -1.74574  -1.262
C23 -2.59653 -2.24169 -0.97983  -0.372
N3 -1.29135 -2.14887 -0.96962  0.419
C24 -0.56942 -3.01702 -1.71717  -0.096
C25 0.83423 -2.82690 -1.65475  -0.768
O1 1.26920 -1.80684 -0.89656  0.934
H19 1.74659 -5.39554 -3.65832  0.365
H20 -3.06159 -4.85239 -3.08605  0.221
H21 -4.36056 -3.24025 -1.73135  0.473
H22 -3.13998 -1.53512 -0.35555  0.661
Br1 -4.44730 0.59856 -5.49726  -0.201
C26 -3.32824 1.45977 -4.23652  -0.257
C27 -3.51341 2.80615 -3.97284  -0.435
C28 -2.67447 3.43132 -3.05684  -0.862
C29 -1.68969 2.70547 -2.39924  -0.142
C30 -1.53003 1.35027 -2.66957  -0.058
C31 -2.33881 0.72734 -3.60855  -0.393
C32 -0.43916 0.54422 -2.02698  0.302
O2 0.41677 0.07946 -2.73736  -0.549
O3 -0.47818 0.45371 -0.68546  0.652
H23 -4.29553 3.35590 -4.47751  0.415
H24 -2.79786 4.48997 -2.85326  0.401
H25 -1.03334 3.18853 -1.68823  0.434
H26 -2.19337 -0.32106 -3.84569  0.622
N4 2.74458 3.51261 -2.24928  -0.720
N5 2.72185 2.27152 -1.62466  1.121
N6 3.62569 1.34742 -1.88623  -1.089
C33 3.24358 0.39337 -1.05318  -0.605
N7 2.17084 0.76401 -0.33556  0.867
N8 1.84728 1.99370 -0.72867  -0.570
H27 3.29464 3.40542 -3.08621  0.319
H28 1.79115 3.77601 -2.44920  0.296
H29 3.74039 -0.55777 -0.94696  0.478


The following is a quantum chemistry calculation of a molecular structure, C36H58BCl3F12N10O10P2Y at a distorted geometry, from the Open Molecules 2025 dataset.

## Properties
Maximum force, eV Å⁻¹: 4.38
Net charge: +1
LUMO level, eV: -2.86
HOMO, eV: -5.07
HOMO-LUMO gap, Eh: 0.0812

Last column: Mulliken charge in e.
Cartesian coordinates (Å):
Y1 0.87635 0.49222 0.12377  1.285
O1 -3.96106 0.58116 2.05294  -0.577
C1 -3.28844 -0.22245 2.63430  0.281
O2 -3.62657 -0.99478 3.73342  -0.495
B1 -2.49384 -1.90188 4.09296  1.445
O3 -1.45569 -1.47478 3.13216  -0.645
C2 -1.84589 -0.64127 2.29863  0.180
O4 -1.22168 -0.25037 1.31063  0.166
O5 -2.68865 -3.32542 3.93193  -0.640
C3 -2.57217 -3.93929 5.06212  0.655
O6 -2.89347 -5.10268 5.20766  -0.667
C4 -2.10151 -2.93539 6.14876  0.561
O7 -1.96490 -1.76656 5.47930  -0.574
O8 -1.87339 -3.05406 7.36481  -0.638
C5 -0.83943 -7.51273 6.41616  -1.130
C6 0.54541 -6.82631 6.21566  -0.259
N1 0.58607 -5.96537 4.99630  0.286
C7 1.11734 -4.67182 4.93215  -0.780
C8 0.92062 -4.12956 3.62486  -0.557
N2 0.18619 -5.09464 2.89451  0.337
C9 0.04829 -6.21418 3.74565  -0.208
C10 -0.51849 -4.88769 1.61462  -0.811
H1 -1.64734 -6.78118 6.43042  0.258
H2 -0.86520 -8.10891 7.32830  0.385
H3 -1.03892 -8.22176 5.61267  0.358
H4 1.23199 -7.66785 6.12336  0.239
H5 0.77667 -6.24560 7.10864  0.355
H6 1.69028 -4.37910 5.79960  0.461
H7 1.31302 -3.22060 3.19333  0.778
H8 -0.48489 -7.14968 3.66220  0.328
H9 -1.14664 -5.74902 1.38732  0.333
H10 0.15884 -4.86391 0.76095  0.370
H11 -1.20475 -4.04884 1.73069  0.178
C11 -3.84291 2.87348 -3.85279  -0.731
C12 -4.35359 1.71212 -3.01699  -0.335
N3 -5.08514 2.22011 -1.90577  0.379
C13 -6.45000 2.48099 -1.84569  -0.414
C14 -6.71939 2.98924 -0.61538  -0.542
N4 -5.55788 2.96469 0.14416  0.381
C15 -4.53190 2.46471 -0.68387  -0.654
C16 -5.40994 3.30120 1.52064  -0.550
H12 -4.61995 3.44450 -4.36096  0.394
H13 -3.09567 2.51826 -4.56240  0.316
H14 -3.27718 3.52173 -3.18360  0.039
H15 -3.56784 1.07523 -2.61069  0.042
H16 -5.03718 1.05071 -3.54928  0.373
H17 -7.17090 2.33098 -2.63576  0.430
H18 -7.67851 3.28216 -0.21452  0.460
H19 -3.49299 2.34388 -0.41467  0.616
H20 -5.33787 4.38791 1.56502  0.326
H21 -4.56006 2.80180 1.98582  0.075
H22 -6.26558 3.04494 2.14538  0.337
C17 -0.05437 7.30155 -1.97712  -1.248
C18 -1.02649 6.40860 -2.80128  -0.239
N5 -0.30225 5.65787 -3.83546  0.280
C19 0.32559 6.12640 -4.95481  -0.311
C20 0.85023 4.99926 -5.66383  -0.444
N6 0.56124 3.91954 -4.88143  0.305
C21 -0.07030 4.29255 -3.74218  -0.551
C22 1.03312 2.53188 -5.10151  -0.727
H23 0.19757 8.19290 -2.55168  0.412
H24 0.86553 6.72449 -1.88276  0.370
H25 -0.48070 7.72077 -1.06575  0.370
H26 -1.72349 7.00247 -3.39256  0.407
H27 -1.54563 5.63668 -2.23319  0.087
H28 0.25430 7.13310 -5.33932  0.433
H29 1.49576 4.95409 -6.52848  0.397
H30 -0.30859 3.62257 -2.92933  0.510
H31 1.77152 2.50318 -5.90278  0.291
H32 0.21315 1.81690 -5.16899  0.268
H33 1.50379 2.17987 -4.18355  0.270
C23 -2.02395 -3.00563 -1.14248  -0.698
C24 -1.34569 -4.11750 -1.97755  -0.854
N7 -0.98800 -3.65664 -3.33198  0.354
C25 0.15408 -2.98270 -3.65177  -0.381
C26 0.11294 -2.63253 -5.00894  -0.537
N8 -1.03704 -3.16127 -5.51440  0.172
C27 -1.68050 -3.82192 -4.49436  -0.197
C28 -1.45914 -3.09775 -6.87732  -0.834
H34 -2.92801 -2.52272 -1.51339  0.432
H35 -1.30431 -2.31648 -0.70053  0.125
H36 -2.50656 -3.39867 -0.24766  0.367
H37 -1.95077 -5.02226 -2.03560  0.389
H38 -0.41015 -4.43670 -1.51822  0.290
H39 0.83650 -2.78527 -2.83831  0.460
H40 0.83550 -2.06228 -5.57385  0.481
H41 -2.64657 -4.29799 -4.57481  0.401
H42 -0.99571 -2.25695 -7.39344  0.306
H43 -2.54187 -3.00569 -6.96305  0.329
H44 -1.18262 -4.01439 -7.39827  0.346
C29 6.06643 0.37192 1.50168  -1.323
C30 6.24674 -0.72048 0.45314  -0.244
N9 7.03465 -0.27189 -0.70783  0.262
C31 7.09229 0.99401 -1.27958  -0.271
C32 7.82061 0.96661 -2.44955  -0.507
N10 8.11866 -0.38074 -2.68220  0.118
C33 7.63216 -1.13062 -1.65256  -0.203
C34 8.93399 -0.88923 -3.77718  -0.860
H45 7.02534 0.79611 1.79939  0.443
H46 5.59162 0.08520 2.44000  0.299
H47 5.57784 1.23009 1.04026  0.319
H48 5.31048 -1.11462 0.05795  0.374
H49 6.71114 -1.57280 0.94911  0.295
H50 6.49025 1.78719 -0.86147  0.429
H51 8.07936 1.71204 -3.18697  0.435
H52 7.61774 -2.20979 -1.69255  0.402
H53 9.44755 -1.81112 -3.50428  0.330
H54 9.54815 -0.05192 -4.10857  0.299
H55 8.16453 -1.08981 -4.52269  0.367
C35 -1.53773 2.80605 4.65481  0.397
C36 -1.27060 3.93988 5.60621  0.228
O9 -1.97522 3.96331 6.63795  -0.795
O10 -0.37875 4.72708 5.41887  -0.705
H56 -2.49233 2.92915 4.14324  -0.061
H57 -1.59645 1.90037 5.25846  0.097
H58 -0.78983 2.74908 3.86392  -0.234
Cl1 1.48142 -2.09610 0.23821  -0.725
Cl2 3.02882 1.14763 -1.33382  -0.724
Cl3 -0.69298 0.64949 -2.00758  -0.727
P1 -0.14675 3.76727 0.56561  1.559
F1 -1.25015 4.27909 1.67345  -0.384
F2 -0.58783 2.21291 0.82092  -0.223
F3 -1.32745 3.90350 -0.55815  -0.363
F4 0.75168 3.20629 -0.68480  -0.273
F5 0.29018 5.29699 0.17340  -0.353
F6 1.06469 3.58791 1.65679  -0.276
P2 2.14642 0.54944 3.30902  1.653
F7 1.27868 0.73714 4.64957  -0.313
F8 0.88601 1.12435 2.42022  -0.164
F9 2.73331 2.09836 3.34134  -0.419
F10 2.98493 0.17183 1.84391  -0.454
F11 3.34107 -0.16264 4.23485  -0.415
F12 1.38755 -0.85217 3.09001  -0.323


Which of these has the highest maximum force?
C36H58BCl3F12N10O10P2Y